No. 1
Molecular formula: C34H28Br2I2N2O15S
Method: DFT, ωB97M-V with the def2-TZVPD basis set

Calculated values
ΔE to the lowest compared entry with this formula, charge and spin ... 0.0 kcal/mol
Frontier orbital gap ... 7.2 eV
LUMO level ... -1.593 eV
HOMO level ... -8.782 eV

Last column: Löwdin charge in e.
CARTESIAN COORDINATES (ANGSTROEM)
C  -5.918  1.603  1.032  -0.16
C  -4.648  0.843  1.170  -0.73
Br  -4.585  -0.426  2.553  0.84
C  -3.578  1.038  0.412  -0.62
Br  -3.714  2.407  -0.936  0.88
C  -2.252  0.386  0.467  -0.19
C  -1.163  1.174  1.027  -0.13
C  -1.425  2.551  1.605  -0.16
O  -2.120  2.559  2.842  -0.06
C  -1.673  1.610  3.749  -0.28
O  -2.141  2.020  5.010  -0.08
C  -1.846  1.058  5.992  -0.20
C  -2.967  0.033  6.174  -0.25
O  -2.950  -0.519  7.479  -0.05
C  0.119  0.695  1.093  0.05
C  0.417  -0.601  0.609  -0.35
N  1.604  -1.206  0.595  -0.21
S  1.332  -2.650  -0.083  1.05
N  -0.221  -2.556  -0.356  -0.25
C  -0.641  -1.358  0.079  -0.33
C  -1.985  -0.884  0.009  -0.21
C  -2.958  -1.842  -0.559  -0.71
I  -3.238  -3.568  0.662  0.88
C  -3.556  -1.720  -1.743  -0.80
C  -3.321  -0.543  -2.630  -0.16
I  -4.873  -3.196  -2.444  0.87
H  -5.700  2.661  1.136  0.07
H  -6.628  1.343  1.807  0.06
H  -6.383  1.432  0.067  0.08
H  -2.038  3.116  0.923  0.06
H  -0.473  3.072  1.706  0.13
H  -0.577  1.597  3.778  0.14
H  -2.068  0.616  3.535  0.10
H  -1.668  1.530  6.955  0.13
H  -0.934  0.510  5.741  0.12
H  -2.811  -0.768  5.448  0.10
H  -3.930  0.469  5.930  0.12
H  -2.452  -1.334  7.440  0.08
H  0.892  1.305  1.534  0.12
H  -4.076  0.202  -2.410  0.02
H  -3.451  -0.806  -3.673  0.06
H  -2.337  -0.127  -2.453  0.08
C  6.972  2.062  0.444  0.07
C  6.826  0.783  0.073  -0.23
C  5.490  0.094  0.109  -0.30
O  5.440  -1.063  -0.262  0.11
C  4.342  0.843  0.589  0.08
C  4.491  2.118  0.961  -0.23
C  5.821  2.818  0.893  -0.33
O  5.866  3.990  1.228  0.08
O  3.475  2.853  1.420  0.11
O  7.832  0.032  -0.355  0.12
H  7.926  2.569  0.415  0.14
H  3.390  0.332  0.630  0.09
H  3.841  3.725  1.657  0.12
H  7.448  -0.842  -0.560  0.12
C  -2.316  -9.398  -2.714  0.07
C  -3.121  -8.953  -1.740  -0.24
C  -3.215  -7.493  -1.394  -0.31
O  -3.977  -7.166  -0.502  0.08
C  -2.388  -6.553  -2.127  0.06
C  -1.577  -6.996  -3.097  -0.23
C  -1.501  -8.454  -3.461  -0.31
O  -0.753  -8.772  -4.366  0.11
O  -0.789  -6.200  -3.808  0.12
O  -3.892  -9.751  -1.011  0.12
H  -2.242  -10.444  -2.973  0.13
H  -2.458  -5.511  -1.852  0.08
H  -0.319  -6.778  -4.438  0.12
H  -4.368  -9.169  -0.388  0.12
C  4.655  4.594  -3.935  0.08
C  4.027  5.571  -4.603  -0.24
C  3.375  6.726  -3.894  -0.32
O  2.840  7.577  -4.579  0.11
C  3.427  6.763  -2.445  0.08
C  4.058  5.788  -1.774  -0.23
C  4.712  4.631  -2.484  -0.29
O  5.252  3.766  -1.818  0.12
O  4.171  5.786  -0.454  0.12
O  3.928  5.599  -5.924  0.12
H  5.120  3.756  -4.435  0.14
H  2.957  7.598  -1.945  0.14
H  4.740  5.027  -0.216  0.08
H  3.430  6.411  -6.140  0.12



No. 2
Molecular formula: C37H35FeZr
Method: DFT, ωB97M-V with the def2-TZVPD basis set

Calculated values
Frontier orbital gap ... 3.7 eV
Net charge ... -1
LUMO level ... 2.139 eV
HOMO level ... -1.575 eV

Last column: Löwdin charge in e.
CARTESIAN COORDINATES (ANGSTROEM)
C  3.657  -0.706  2.643  -0.17
C  2.667  -1.007  3.659  -0.17
C  1.624  -1.808  3.046  -0.15
C  1.971  -2.005  1.650  -0.15
C  3.233  -1.329  1.404  -0.16
Fe  1.776  0.045  2.081  0.27
C  2.018  1.738  0.869  -0.16
C  1.438  2.114  2.187  -0.17
C  0.229  1.443  2.361  -0.12
C  -0.027  0.588  1.141  -0.29
C  -1.151  -0.167  0.842  -0.11
C  -2.464  -0.060  1.454  -0.25
C  -3.345  -1.147  1.388  -0.09
C  -4.628  -1.043  1.868  -0.15
C  -5.070  0.148  2.410  -0.17
C  -4.223  1.237  2.476  -0.13
C  -2.931  1.137  2.009  -0.07
C  1.169  0.819  0.244  -0.11
H  4.588  -0.157  2.797  0.09
H  2.723  -0.715  4.708  0.09
H  0.741  -2.206  3.548  0.10
H  1.401  -2.575  0.916  0.10
H  3.805  -1.363  0.475  0.10
H  2.936  2.141  0.446  0.10
H  1.878  2.808  2.907  0.10
H  -0.406  1.514  3.247  0.11
H  -1.054  -0.898  0.056  0.05
H  -2.997  -2.061  0.937  0.09
H  -5.287  -1.897  1.816  0.08
H  -6.075  0.223  2.787  0.07
H  -4.580  2.166  2.886  0.08
H  -2.291  2.002  2.013  0.09
H  1.298  0.420  -0.761  0.10
C  -1.335  -0.546  -2.412  -0.21
Zr  -1.503  -0.916  -4.685  1.49
C  0.137  0.740  -4.925  -0.22
C  -2.958  -0.187  -6.506  -0.19
C  -3.703  -1.177  -5.767  -0.15
C  -3.976  -0.635  -4.415  -0.27
C  -4.719  -1.106  -3.308  -0.04
C  -4.917  -0.257  -2.230  -0.07
C  -4.406  1.038  -2.206  -0.07
C  -3.646  1.544  -3.246  -0.04
C  -3.399  0.722  -4.371  -0.27
C  -2.753  0.975  -5.677  -0.14
C  -1.662  -3.361  -4.491  -0.17
C  -1.492  -3.068  -5.893  -0.15
C  -0.147  -2.476  -6.078  -0.27
C  0.592  -2.083  -7.217  -0.04
C  1.915  -1.709  -7.051  -0.09
C  2.532  -1.702  -5.800  -0.10
C  1.852  -2.052  -4.647  -0.04
C  0.497  -2.441  -4.750  -0.27
C  -0.471  -2.985  -3.774  -0.13
H  -1.998  -1.256  -1.926  0.00
H  -0.315  -0.737  -2.095  -0.01
H  -1.609  0.455  -2.096  0.01
H  0.278  0.949  -5.982  -0.02
H  -0.168  1.657  -4.430  -0.02
H  1.091  0.436  -4.508  -0.03
H  -2.625  -0.283  -7.542  0.11
H  -4.080  -2.129  -6.141  0.11
H  -5.125  -2.100  -3.313  0.10
H  -5.481  -0.612  -1.386  0.10
H  -4.594  1.657  -1.344  0.11
H  -3.227  2.533  -3.204  0.11
H  -2.270  1.910  -5.965  0.11
H  -2.540  -3.835  -4.043  0.12
H  -2.180  -3.310  -6.704  0.11
H  0.131  -2.090  -8.188  0.10
H  2.485  -1.417  -7.915  0.09
H  3.563  -1.400  -5.730  0.10
H  2.328  -2.012  -3.683  0.12
H  -0.266  -3.143  -2.714  0.12



No. 3
Molecular formula: C23H23ClLiO2Sb
Method: DFT, ωB97M-V with the def2-TZVPD basis set

Calculated values
ΔE to the lowest compared entry with this formula, charge and spin ... 0.0 kcal/mol
Frontier orbital gap ... 8.7 eV
LUMO level ... -0.008 eV
HOMO level ... -8.689 eV

Last column: Löwdin charge in e.
CARTESIAN COORDINATES (ANGSTROEM)
Li  0.271  0.193  -0.721  0.58
Cl  3.975  0.542  1.372  0.53
C  2.780  1.736  1.959  -0.50
C  1.749  2.086  0.881  -0.77
O  1.606  3.260  0.576  0.02
O  1.090  1.092  0.417  -0.24
H  3.321  2.625  2.259  0.07
H  2.284  1.278  2.811  0.07
C  -3.060  -3.573  -0.502  -0.07
C  -4.193  -2.862  -1.192  -0.32
C  -5.340  -3.575  -1.534  -0.05
C  -6.395  -2.968  -2.198  -0.08
C  -6.321  -1.626  -2.535  -0.08
C  -5.188  -0.901  -2.197  -0.12
C  -4.129  -1.506  -1.529  -0.36
Sb  -2.465  -0.287  -1.016  1.53
C  -3.582  0.803  0.466  -0.31
C  -3.897  -0.110  1.476  -0.16
C  -4.627  0.250  2.596  -0.08
C  -5.056  1.560  2.724  -0.08
C  -4.741  2.477  1.738  -0.05
C  -4.006  2.127  0.605  -0.29
C  -3.697  3.200  -0.396  -0.06
C  -2.181  0.649  -2.941  -0.34
C  -2.082  2.018  -3.166  -0.12
C  -1.741  2.533  -4.409  -0.08
C  -1.476  1.672  -5.457  -0.08
C  -1.533  0.304  -5.241  -0.05
C  -1.870  -0.231  -4.000  -0.31
C  -1.860  -1.730  -3.859  -0.07
H  -3.273  -4.637  -0.404  0.08
H  -2.874  -3.182  0.501  0.07
H  -2.128  -3.469  -1.062  0.06
H  -5.399  -4.626  -1.279  0.11
H  -7.275  -3.545  -2.454  0.10
H  -7.138  -1.143  -3.055  0.10
H  -5.130  0.149  -2.462  0.10
H  -3.572  -1.144  1.399  0.07
H  -4.853  -0.487  3.355  0.10
H  -5.629  1.870  3.589  0.11
H  -5.068  3.505  1.841  0.11
H  -4.121  4.153  -0.082  0.08
H  -4.109  2.962  -1.378  0.08
H  -2.619  3.344  -0.490  0.08
H  -2.253  2.712  -2.362  0.06
H  -1.676  3.605  -4.544  0.11
H  -1.208  2.057  -6.432  0.11
H  -1.304  -0.376  -6.053  0.11
H  -1.535  -2.194  -4.789  0.08
H  -2.842  -2.130  -3.611  0.07
H  -1.167  -2.058  -3.075  0.06